No. 1
The following is a quantum chemistry calculation of one molecule with the formula C20H28N2O9S2 at a distorted geometry, from OMol25.

XYZ file:
```
61
Properties=species:S:1:pos:R:3:forces:R:3
O 2.680 -4.562 -3.255 -0.2331 0.0783 -0.0402
S 2.726 -3.789 -2.038 0.4529 0.6675 0.0115
O 2.506 -4.509 -0.813 -0.0843 -0.0542 0.2024
N 4.178 -3.010 -1.869 -1.0750 -0.4475 -0.0985
C 5.118 -3.500 -0.886 -0.1379 -0.1207 0.7090
H 4.876 -4.548 -0.688 0.2921 0.0349 0.0518
C 5.004 -2.707 0.422 0.4019 -0.1119 -0.1015
O 3.688 -2.667 0.909 -0.3084 -0.1628 0.1332
H 3.237 -3.485 0.639 0.0513 0.1515 0.1506
H 5.309 -1.667 0.266 0.0728 -0.0828 -0.0068
H 5.675 -3.160 1.168 0.0238 0.1066 -0.1372
H 6.137 -3.443 -1.276 -0.0871 -0.0532 -0.0619
C 4.616 -2.116 -2.914 0.1509 0.0067 -0.6936
H 5.348 -1.428 -2.485 -0.0780 0.0039 0.0589
H 3.747 -1.537 -3.242 0.1788 0.1584 -0.0784
C 5.217 -2.829 -4.142 0.1420 0.3010 0.2677
O 4.250 -3.254 -5.057 -0.4084 -0.2292 -0.1948
H 3.650 -3.875 -4.604 0.2453 0.1527 -0.2052
H 5.855 -2.127 -4.687 0.0294 -0.0528 0.1238
H 5.837 -3.671 -3.800 0.0524 0.1124 -0.0038
C 1.571 -2.438 -2.185 0.3545 -0.5114 -0.1118
C 0.830 -2.294 -3.344 0.0360 -0.0918 -0.0245
C -0.069 -1.251 -3.451 -0.1743 0.2682 0.2077
C -0.224 -0.357 -2.392 0.4186 -0.4679 -0.0470
C 0.545 -0.501 -1.237 -0.0726 0.1203 -0.0922
C 1.444 -1.546 -1.135 -0.0815 0.0828 0.0917
H 2.052 -1.670 -0.252 0.0816 0.0585 0.1241
H 0.447 0.211 -0.431 0.0091 0.0207 0.0627
O -1.083 0.684 -2.589 -0.0349 0.0786 -0.1768
C -1.759 1.254 -1.546 -0.3337 0.3183 0.3943
C -2.215 0.524 -0.449 0.0205 -0.0339 -0.1974
C -2.956 1.154 0.535 0.0085 -0.0707 -0.0566
C -3.236 2.503 0.418 -0.2752 0.3928 0.3929
C -2.799 3.234 -0.672 -0.0085 0.0841 0.0354
C -2.058 2.611 -1.658 0.1291 -0.3177 -0.0870
H -1.707 3.153 -2.521 0.0452 0.0663 -0.0842
H -3.038 4.284 -0.726 0.0357 0.1299 -0.0807
S -4.221 3.311 1.673 0.4687 -0.3977 0.3170
O -5.571 2.838 1.624 -0.1006 -0.2016 0.0764
O -4.017 4.734 1.544 0.0987 -0.0977 -0.2172
N -3.546 2.738 3.074 -0.4665 0.3533 -1.0572
C -4.418 2.219 4.106 -0.6471 -0.5313 -0.2232
H -3.880 2.244 5.058 0.0037 0.0926 -0.0932
H -5.316 2.838 4.188 0.0383 -0.0592 0.2448
C -4.851 0.784 3.771 -0.3077 0.3755 0.3138
O -3.759 -0.076 3.552 0.4394 -0.2258 0.0749
H -3.238 -0.137 4.362 -0.0452 -0.0683 -0.0750
H -5.419 0.797 2.840 -0.0109 -0.0297 0.1664
H -5.494 0.406 4.577 -0.0226 0.0514 -0.1127
C -2.203 3.160 3.392 0.3839 0.5175 0.1562
C -2.113 4.539 4.078 0.1012 -0.3542 0.0880
H -1.205 4.583 4.688 -0.1143 -0.0819 0.0199
O -2.013 5.598 3.173 -0.1094 0.3341 -0.3814
H -2.758 5.536 2.545 0.2546 0.0699 0.2420
H -2.984 4.665 4.740 0.1109 -0.0707 0.0462
H -1.742 2.394 4.023 -0.0596 -0.0311 -0.0924
H -1.649 3.205 2.450 0.2307 -0.0106 0.1405
H -3.307 0.603 1.392 0.0123 -0.1407 0.1343
H -2.004 -0.532 -0.376 0.0019 -0.0619 0.0314
H -0.659 -1.110 -4.342 -0.0660 0.0062 -0.0981
H 0.965 -3.004 -4.145 -0.0340 -0.0238 -0.1388
```
Positions in Å, forces in eV/Å.

Summary:
**Energy**: -64270.6275 eV
**Lowest unoccupied orbital energy**: 0.19 eV
**Energy relative to the best compared isomer or geometry (same formula, charge and spin)**: 6.9 kJ/mol
**Charge**: 0
**Kohn-Sham gap**: 9.38 eV
**SMILES**: O=S(=O)(c1ccc(Oc2ccc(S(=O)(=O)N(CCO)CCO)cc2)cc1)N(CCO)CCO

=====

No. 2
The following is a quantum chemistry calculation of a 2-piece molecular cluster, C4H9NO overall, from OMol25.

XYZ file:
```
15
Properties=species:S:1:pos:R:3:forces:R:3
C 0.047 -0.441 -1.623 0.0113 0.0069 -0.1790
N 0.149 -0.073 -0.222 -0.0468 -0.0251 0.0479
C 1.279 -0.720 0.427 0.1671 -0.0282 0.0895
C -1.080 -0.287 0.462 -0.1897 -0.0119 0.1336
C -1.577 0.565 1.342 -0.2600 0.4361 0.5090
O -2.040 1.267 2.153 0.3475 -0.6170 -0.6928
H -0.180 -1.515 -1.760 0.0114 0.1335 0.0219
H 0.997 -0.232 -2.124 -0.1243 -0.0101 0.0618
H -0.738 0.145 -2.109 0.1012 -0.0903 0.0849
H 2.203 -0.424 -0.080 -0.1148 -0.0418 0.0518
H 1.342 -0.393 1.469 -0.0178 -0.0642 -0.1681
H 1.213 -1.822 0.408 -0.0281 0.1183 0.0111
H -1.664 -1.198 0.322 0.0445 0.0059 0.0318
H -0.120 2.483 0.338 0.0441 0.0192 -0.1267
H 0.169 2.645 0.997 0.0543 0.1687 0.1233
```
Positions in Å, forces in eV/Å.

Summary:
**Energy**: -7828.9138 eV
**Lowest unoccupied orbital energy**: 0.94 eV
**Energy relative to the best compared isomer or geometry (same formula, charge and spin)**: 328.6 kJ/mol
**Charge**: 0
**Kohn-Sham gap**: 9.49 eV
**SMILES**: CN(C)C=C=O.[H][H]

=====

No. 3
The following is a quantum chemistry calculation of a 2-piece molecular cluster, F3HN2 overall at a distorted geometry, from OMol25.

XYZ file:
```
6
Properties=species:S:1:pos:R:3:forces:R:3
N 0.605 0.920 0.446 2.9100 -2.9935 0.0039
N 0.710 -0.337 0.434 0.2393 2.4091 0.4822
F -0.691 1.260 0.436 -0.9148 -0.4502 0.0436
F 2.094 -0.673 0.476 -1.8319 1.2092 -0.1101
F -1.136 -0.777 -1.257 -0.5320 0.0460 -0.0436
H -1.582 -0.393 -0.535 0.1295 -0.2205 -0.3760
```
Positions in Å, forces in eV/Å.

Summary:
**Energy**: -11144.0827 eV
**Lowest unoccupied orbital energy**: -0.41 eV
**Energy relative to the best compared isomer or geometry (same formula, charge and spin)**: 27.9 kJ/mol
**Charge**: 0
**Kohn-Sham gap**: 12.15 eV
**SMILES**: F/N=N/F.F

=====

No. 4
The following is a quantum chemistry calculation of a 2-piece molecular cluster, C38H44NOS overall at a distorted geometry, from OMol25.

XYZ file:
```
85
Properties=species:S:1:pos:R:3:forces:R:3
C -5.966 3.459 -0.536 -0.3410 0.2427 0.1675
C -5.183 2.339 -1.148 0.1827 -0.1963 -0.2787
C -4.607 1.320 -0.387 0.2146 0.0896 -0.2828
C -3.752 0.377 -0.969 -0.2119 0.2666 -0.3310
C -3.181 -0.715 -0.110 0.1270 -0.2480 0.3620
C -3.476 0.437 -2.353 -0.0934 -0.1192 0.2483
C -2.522 -0.528 -3.061 -0.3779 0.2161 -0.2254
C -3.242 -1.851 -3.402 0.2928 -0.0255 0.0973
C -1.143 -0.808 -2.387 -0.7865 -0.8138 0.2561
C -0.517 0.401 -1.827 1.1224 0.5460 -1.5266
C 0.857 0.685 -1.801 -0.5911 -0.2359 0.2380
C 1.282 1.996 -2.213 -0.1961 0.6942 0.4127
C 0.291 2.896 -2.895 -0.0026 0.4774 -0.1741
C 2.598 2.365 -2.050 -0.2713 0.0855 0.0639
C 3.548 1.447 -1.576 -0.3173 -0.1533 -0.3760
C 4.920 1.924 -1.257 0.3316 -0.0441 0.0109
C 3.189 0.091 -1.471 -0.3865 -0.3040 0.3160
C 1.855 -0.296 -1.470 0.5370 0.0689 -0.6382
C 1.442 -1.688 -1.119 0.0439 -0.5203 0.2851
C -4.190 1.358 -3.139 0.2264 -0.0880 0.1441
C -4.118 1.351 -4.638 -0.0200 0.2181 -0.2950
C -5.005 2.301 -2.531 -0.0075 -0.0279 0.3882
H -6.322 4.138 -1.319 0.0302 -0.0991 0.1970
H -6.843 3.102 0.019 0.1901 0.0219 -0.0768
H -5.353 4.046 0.159 -0.0930 -0.1630 -0.1204
H -4.813 1.270 0.682 0.0915 -0.0067 -0.1604
H -3.281 -1.697 -0.593 0.0623 0.2786 0.2489
H -2.113 -0.551 0.104 -0.2609 -0.0806 0.0912
H -3.704 -0.762 0.855 0.1835 0.0248 -0.2695
H -2.268 -0.052 -4.025 -0.0757 -0.1843 0.3882
H -4.181 -1.664 -3.939 0.2830 0.0083 0.1514
H -2.603 -2.482 -4.033 -0.1620 0.0372 0.1221
H -3.480 -2.403 -2.483 0.0101 0.0587 -0.3000
H -1.256 -1.574 -1.602 -0.0064 0.0891 -0.2576
H -0.511 -1.258 -3.176 0.0362 0.1987 0.5791
H -1.204 1.243 -1.721 0.1189 -0.0999 0.0770
H 0.699 3.897 -3.081 0.0206 -0.3070 0.1099
H -0.008 2.483 -3.872 0.1407 0.0476 0.3023
H -0.630 3.030 -2.318 0.1000 -0.0251 0.0007
H 2.915 3.390 -2.273 -0.1687 -0.3879 -0.0052
H 5.521 1.134 -0.800 -0.0472 0.1240 -0.1253
H 5.418 2.277 -2.170 -0.0469 -0.0599 0.1802
H 4.878 2.773 -0.560 -0.0530 -0.2041 -0.1896
H 3.970 -0.661 -1.319 -0.3231 0.2942 0.2823
H 2.280 -2.284 -0.741 -0.0621 0.2297 -0.0858
H 0.672 -1.678 -0.330 0.2456 0.0017 -0.2500
H 1.026 -2.217 -1.989 0.1594 0.1568 0.2283
H -4.793 2.118 -5.027 0.1075 -0.1730 -0.0477
H -3.115 1.588 -5.008 -0.1044 -0.0802 -0.0222
H -4.425 0.387 -5.061 0.1137 0.1766 0.0526
H -5.517 3.029 -3.156 0.0582 -0.0493 0.1131
C 2.087 2.429 3.279 -0.5009 -0.7993 -0.4903
O 1.521 1.528 2.264 0.3448 1.2068 -0.1767
C 1.340 0.207 2.589 2.6253 -1.5329 -0.1221
C 0.266 -0.129 3.518 -0.5397 0.3293 0.5170
C 0.593 -0.635 4.791 -0.4586 0.2102 -0.3503
C -0.418 -0.827 5.731 0.0762 0.0467 0.3274
C -1.738 -0.482 5.440 0.0364 -0.2628 -0.2663
C -2.061 -0.029 4.153 -0.0613 0.2422 0.1888
C -1.069 0.191 3.204 0.4039 -0.3148 0.3396
C 2.409 -0.647 2.295 -2.3969 1.6077 0.5298
N 2.413 -2.022 2.374 0.1345 -0.8084 -0.0143
C 1.250 -2.838 2.720 0.1899 -0.1560 -0.1149
C 3.614 -2.594 1.952 -0.1415 -0.3534 0.0027
C 4.551 -1.643 1.538 0.6118 -0.6352 -0.1711
C 5.803 -2.048 1.069 -0.4153 0.0227 0.1931
C 6.110 -3.411 1.032 -0.1548 -0.0284 -0.0067
C 5.163 -4.358 1.438 0.1016 0.1183 0.0067
C 3.908 -3.964 1.901 0.0861 0.4213 0.0099
S 3.942 -0.014 1.732 0.0715 -0.0465 -0.0532
H 2.136 3.407 2.787 -0.0003 -0.2611 0.2349
H 1.428 2.460 4.155 0.1556 0.0539 -0.1541
H 3.091 2.089 3.569 -0.2335 0.0943 -0.0376
H 1.645 -0.819 5.035 -0.4347 -0.0164 -0.0739
H -0.159 -1.220 6.719 -0.1380 0.2138 -0.3206
H -2.514 -0.577 6.208 0.3283 -0.0483 -0.4140
H -3.096 0.187 3.903 0.1148 0.0488 0.0993
H -1.291 0.613 2.217 -0.0090 -0.1982 0.4083
H 1.329 -3.816 2.233 0.1019 0.2800 0.0048
H 1.175 -3.013 3.804 -0.0734 0.1809 -0.3265
H 0.333 -2.367 2.354 0.1857 0.0371 0.1773
H 6.519 -1.293 0.764 0.0658 -0.1494 0.0037
H 7.092 -3.741 0.695 -0.2649 0.1292 0.0601
H 5.417 -5.420 1.408 -0.0989 0.3493 0.0112
H 3.175 -4.689 2.246 0.2640 0.0621 -0.0980
```
Positions in Å, forces in eV/Å.

Summary:
**Energy**: -54485.5188 eV
**Lowest unoccupied orbital energy**: -5.15 eV
**Energy relative to the best compared isomer or geometry (same formula, charge and spin)**: 0.0 kJ/mol
**Charge**: +1
**Kohn-Sham gap**: 3.82 eV